No. 1
Computed, not measured: C2H2O3Zn as an isolated structure at a distorted geometry, with wB97M-V/def2-TZVPD.

ORCA input file:
```
! wB97M-V def2-TZVPD RIJCOSX def2/J DEFGRID3
* xyz 0 1
O 0.22090 0.19126 1.63978
C 0.65992 0.03917 0.34187
Zn -1.47933 0.77844 1.41712
H 1.65354 0.44828 0.10386
O -1.57574 0.34120 -0.36942
C -0.31627 0.17703 -0.70544
O -0.05371 -0.80432 -1.57262
H 0.89069 -1.17106 -0.85515
*
```

As for the HOMO-LUMO gap (spin up / spin down): 8.17 / 5.18 eV. The LUMO energy (spin up / spin down) is -1.0 / -1.8 eV.

---

No. 2
Computed, not measured: C6H13N3 as an isolated structure at a distorted geometry, with wB97M-V/def2-TZVPD.

ORCA input file:
```
! wB97M-V def2-TZVPD RIJCOSX def2/J DEFGRID3
* xyz 0 1
C -0.54021 -0.67542 -0.37318
C 2.21400 1.30060 0.02400
N -0.10870 -0.02210 0.73761
C 1.70826 -0.07804 0.26683
N -0.62846 -0.10814 -1.62553
N -0.51792 -2.04502 -0.31005
C -2.43016 0.15840 0.56589
C 2.44258 -1.16746 0.38514
C -2.78694 1.40895 0.82209
H -0.25295 0.97476 0.66853
H -0.60239 0.90292 -1.60725
H -1.12594 -0.64702 -2.31987
H -0.27952 -2.43109 0.58936
H -0.65912 -2.59582 -1.14134
H -3.18220 -0.62654 0.64033
H 1.91958 1.97072 0.83701
H 3.30756 1.32853 -0.02659
H 1.81523 1.71047 -0.90795
H 2.02312 -2.15970 0.49879
H 3.52917 -1.13334 0.33168
H -2.06926 2.23082 0.76830
H -3.77574 1.70354 1.17618
*
```

As for the energy relative to the best compared isomer or geometry (same formula, charge and spin): 6.0539 eV. As for the HOMO-LUMO gap: 7.10 eV. The LUMO energy is 0.7 eV.

---

No. 3
Computed, not measured: C4H8O2 as an isolated structure, with wB97M-V/def2-TZVPD.

ORCA input file:
```
! wB97M-V def2-TZVPD RIJCOSX def2/J DEFGRID3
* xyz 0 1
C -1.28355 -0.79258 -0.83736
C 0.07581 -0.75860 -0.12001
O 1.01428 -1.60394 -0.75741
C 0.46973 0.66817 -0.19099
C 0.16644 1.44466 1.03167
O 1.51802 1.02414 1.33012
H -1.19713 -0.34315 -1.83317
H -1.58449 -1.83624 -0.95266
H -2.05444 -0.25421 -0.27543
H -0.02882 -1.14534 0.90368
H 1.35854 -1.10123 -1.50971
H 1.97488 1.14691 0.45045
H -0.49249 1.01999 1.79700
H 0.06321 2.53140 0.96382
*
```

As for the energy relative to the best compared isomer or geometry (same formula, charge and spin): 4.8056 eV. As for the HOMO-LUMO gap: 9.59 eV. The LUMO energy is 0.5 eV.

---

> Which formula does entry 2 have?

C6H13N3